i:
The following is a quantum chemistry calculation of the molecule C6H16N2O, from OMol25.

Summary:
HOMO: -8.59 eV
SMILES: CC[C@H](N)[C@](C)(O)CN
2S+1: 1

Last column: natural (NBO) charge in e.
Geometry (Å):
C 0.1186 1.3834 -2.4411  -0.62
C 1.0073 0.3302 -1.8205  -0.40
C 0.8263 -0.1876 -0.2290  -0.06
N 1.2295 -1.5798 -0.1804  -0.84
C -0.5234 0.1696 0.3862  0.25
C -1.7508 -0.4523 -0.2685  -0.64
O -0.7081 1.5757 0.4565  -0.72
C -0.5390 -0.3606 2.0098  -0.24
N 0.7154 -0.6035 2.7230  -0.86
H 0.5117 1.6836 -3.4207  0.21
H -0.8743 0.9902 -2.6730  0.20
H 0.0663 2.2956 -1.8414  0.21
H 2.0420 0.6925 -1.8633  0.19
H 1.0012 -0.5416 -2.4864  0.21
H 1.6010 0.4063 0.2705  0.19
H 0.4298 -2.2125 -0.1669  0.35
H 1.7426 -1.7619 0.6815  0.38
H -1.9027 -0.1659 -1.3100  0.22
H -1.7566 -1.5454 -0.2404  0.21
H -2.6881 -0.1700 0.2235  0.23
H 0.1044 1.9591 0.8221  0.46
H -1.1444 -1.2704 2.0962  0.18
H -1.0771 0.3736 2.6222  0.18
H 0.5326 -1.2621 3.4799  0.36
H 1.0360 0.2536 3.1703  0.35

=====

ii:
The following is a quantum chemistry calculation of a cluster of 3 separate species, C6H16N2O in total, from OMol25.

Summary:
HOMO: -6.69 eV
2S+1: 1

Last column: natural (NBO) charge in e.
Geometry (Å):
C -2.4236 -0.0963 -0.1219  0.41
C -2.4647 -1.5886 -0.3736  -0.70
C -1.1110 0.2588 -2.0753  -1.01
O -1.9937 0.3463 0.9711  -0.74
H -0.6465 -0.3093 1.6248  0.46
H -3.1712 0.4985 -0.6583  0.14
H -3.2320 -2.0169 0.2825  0.22
H -2.7168 -1.8308 -1.4044  0.22
H -1.5104 -2.0522 -0.1227  0.21
H -0.7119 1.1747 -2.5209  0.19
H -0.4380 -0.5786 -2.2868  0.18
H -2.0776 0.0633 -2.5404  0.19
C 2.6078 -0.1795 0.7018  -0.29
C 0.5667 1.2361 0.0479  -0.79
C 1.1485 0.1958 0.8448  0.43
N 3.5593 0.8709 1.0495  -0.81
N 0.3917 -0.4985 1.6635  -0.71
H 3.4990 1.6550 0.4115  0.36
H 3.3949 1.2222 1.9860  0.36
H 0.7761 -1.2607 2.2009  0.39
H 2.8267 -1.0623 1.3093  0.19
H 2.7778 -0.4671 -0.3395  0.23
H 1.2930 1.8084 -0.5236  0.22
H -0.1295 1.8680 0.5982  0.28
H -0.2145 0.7427 -0.7241  0.36

=====

Which is most stable, and by how much? i, by 0.0978 hartree.